245
Properties=species:S:1:pos:R:3:forces:R:3 method="wB97M-V/def2-TZVPD" e_above_lowest_ev=0.000 total_charge=+5 max_force_ev_per_a=3.658 orbital_gap_ev=6.61 e_tot_ha=-5363.6966 lumo_energy_ev=-9.103
C 3.056 1.714 3.457 0.0682 -1.3520 0.0432
O 4.443 1.743 3.822 0.3554 0.1393 -0.2659
O 2.582 0.507 3.735 -0.9357 0.0125 -0.2556
C 2.429 2.899 4.237 0.0186 -0.2487 1.8473
F 2.257 2.597 5.548 0.3551 0.0872 -0.5289
F 3.183 4.016 4.179 -0.2587 -0.1583 -0.2493
F 1.178 3.266 3.835 0.0625 -0.4473 -0.1621
C 5.365 2.255 2.878 -0.1425 0.4837 1.4611
C 6.741 2.163 3.541 -0.1858 -0.4075 -1.4720
H 6.859 1.080 3.590 0.4964 0.0799 0.4352
H 7.466 2.544 2.818 0.2159 -0.0386 0.1267
H 6.922 2.642 4.498 -0.5325 0.0595 0.0329
H 5.065 3.275 2.624 0.2033 0.0800 -0.2992
H 5.405 1.612 1.988 -0.2018 0.1371 -0.2904
H 2.943 1.982 2.387 0.2203 0.3391 -0.3069
C 1.789 -0.087 -3.873 0.2192 -2.8373 -2.2986
O 2.738 0.136 -2.854 0.7701 0.5002 -0.1028
O 0.998 -1.163 -3.621 -1.0231 2.0114 0.8674
C 1.184 1.263 -4.371 0.0478 -0.4934 1.3443
F 2.093 2.237 -4.640 -0.0706 -0.3650 0.2610
F 0.472 1.122 -5.483 -0.1295 0.0775 0.1859
F 0.390 1.778 -3.370 -0.2830 0.3544 -0.6501
C 4.048 0.483 -3.301 1.0405 0.8470 1.3326
C 5.047 0.020 -2.236 0.3637 0.3604 -0.5513
H 5.967 0.610 -2.219 -0.0674 0.1938 -0.4499
H 4.633 0.196 -1.244 -0.1555 -0.7142 0.0473
H 5.381 -0.979 -2.520 -0.2579 -0.3272 0.8896
H 4.187 1.567 -3.347 -0.4699 0.1622 -0.3378
H 4.396 0.090 -4.257 -0.7762 -0.2184 -0.2303
H 2.334 -0.416 -4.777 0.6445 0.6103 -0.2547
C -5.682 -0.522 -1.040 1.7123 0.3925 -0.0282
O -4.770 -1.315 -0.209 -0.1834 -0.4261 0.5506
O -5.091 -0.352 -2.215 -0.9844 0.0143 -0.4757
C -7.072 -1.194 -1.035 -0.1534 -0.3796 0.1249
F -7.569 -1.544 0.174 0.2291 0.6992 0.1758
F -7.951 -0.309 -1.563 -0.0396 -0.3637 -0.1805
F -7.103 -2.346 -1.709 0.1029 0.2675 -0.7236
C -4.933 -1.218 1.197 0.8752 0.1729 0.1309
C -3.756 -1.924 1.863 0.5302 -0.5816 0.5274
H -4.005 -2.951 2.130 0.2326 -0.1784 -0.4505
H -2.829 -1.876 1.284 -0.3015 -0.3272 -0.5555
H -3.359 -1.512 2.799 -0.8897 -0.0290 -0.1541
H -5.878 -1.650 1.516 0.0156 0.1014 0.1697
H -4.871 -0.169 1.520 -0.4214 0.3047 -0.2098
H -5.757 0.430 -0.483 -0.6355 0.2156 0.3031
C 5.699 8.966 -0.675 -1.1330 0.6419 0.1697
O 5.043 7.735 -1.023 -0.2133 0.1678 0.4451
C 5.561 6.594 -0.389 0.2994 -0.2492 -0.9199
C 4.422 5.584 -0.227 0.6681 0.5999 0.0474
N 3.839 5.324 -1.599 0.1865 0.0440 0.1861
H 3.438 6.216 -1.900 -0.3167 -0.0260 0.0164
H 4.611 5.199 -2.259 0.1438 -0.1102 0.1300
C 2.904 4.147 -1.761 -0.2563 0.4971 0.6917
C 1.612 4.242 -0.935 0.6336 0.4154 -1.2328
O 1.906 4.356 0.408 0.3006 -0.4335 0.3554
C 0.789 4.463 1.302 0.6925 0.1309 -0.1534
H 5.637 9.186 0.394 0.3250 -0.5784 0.1735
H 5.041 9.735 -1.077 0.4047 0.0596 -0.4985
H 6.720 9.054 -1.040 -0.0171 -0.1813 -0.1332
H 6.064 6.830 0.551 -0.2549 -0.1566 0.1767
H 6.316 6.194 -1.082 0.2370 -0.3345 0.3041
H 3.653 6.029 0.394 -0.1583 -0.2874 -0.0296
H 4.763 4.633 0.174 -0.0599 0.0097 0.0897
H 3.411 3.242 -1.431 0.4056 0.1195 -0.2343
H 2.672 4.121 -2.824 -0.0803 -0.3378 0.0307
H 1.123 3.306 -1.222 -0.5451 0.0909 0.2627
H 1.056 5.106 -1.326 -0.3890 -0.0370 0.2024
H 1.176 4.296 2.304 -0.0460 0.3362 -0.4978
H 0.066 3.667 1.110 -0.2720 0.2064 -0.1995
H 0.404 5.481 1.226 -0.5049 -0.1383 -0.0320
C 3.109 -2.239 -0.536 -0.7002 0.8833 0.6255
O 3.601 -2.411 0.808 0.6124 0.0618 0.6865
C 4.748 -1.606 1.065 0.8895 -0.5830 -0.2071
C 5.284 -1.654 2.492 -1.3557 -0.4747 0.1529
N 5.368 -3.094 2.998 0.6387 0.7399 0.1924
H 4.444 -3.497 2.863 0.1431 -0.3138 -0.5201
H 6.082 -3.542 2.426 -0.2497 -0.4497 -0.0793
C 5.709 -3.283 4.458 0.0419 0.2122 0.6638
C 7.033 -2.653 4.895 0.1281 0.8677 -0.5519
O 7.032 -1.253 4.712 -0.1465 -0.3476 -0.1571
C 8.114 -0.580 5.361 -0.2019 0.2723 0.4972
H 3.853 -2.288 -1.326 0.1968 -0.4591 0.2252
H 2.677 -1.237 -0.582 0.0159 -0.3474 -0.4352
H 2.299 -2.955 -0.651 0.1782 -0.0947 -0.2224
H 4.619 -0.530 0.915 -0.3935 -0.0443 -0.3898
H 5.527 -1.972 0.385 0.1666 0.3196 -0.1803
H 4.565 -1.135 3.135 0.2895 0.1808 0.2759
H 6.280 -1.225 2.557 -0.1463 0.1335 0.0869
H 5.772 -4.347 4.689 0.0355 -0.1197 -0.4329
H 4.820 -2.938 4.986 0.2958 0.4878 0.2100
H 7.845 -3.053 4.277 0.0817 -0.4573 0.1298
H 7.244 -2.871 5.944 -0.1896 -0.4130 0.0199
H 7.915 0.468 5.175 0.2100 0.0291 0.2046
H 9.124 -0.821 5.019 -0.1906 -0.3288 -0.4451
H 8.091 -0.774 6.436 -0.1168 0.0318 0.0377
C 0.744 -7.878 -1.093 0.6697 -0.3672 0.5059
O 1.795 -6.915 -1.017 0.6504 0.6974 0.0864
C 2.763 -7.117 -0.010 -0.2281 -1.2499 -1.4802
C 3.843 -6.078 -0.129 1.2102 -0.0454 1.4148
N 4.449 -6.086 -1.510 -0.7975 -0.0118 0.3203
H 4.644 -7.067 -1.712 -0.1054 -0.0306 -0.2819
H 3.675 -5.773 -2.107 0.3110 0.0829 -0.5678
C 5.687 -5.251 -1.755 -0.7180 1.3241 0.7372
C 5.520 -4.492 -3.060 0.0196 -0.9230 -0.5228
O 4.228 -3.937 -3.041 -0.0804 -0.3376 0.3791
C 3.865 -3.327 -4.268 0.3125 0.3400 -0.9489
H 0.277 -7.700 -2.055 -0.4049 -0.0996 0.2383
H 0.104 -7.790 -0.212 -0.3839 0.2209 -0.3028
H 1.145 -8.895 -1.054 0.0911 0.0037 -0.2654
H 3.297 -8.046 -0.261 -0.3043 -0.4469 0.4615
H 2.290 -7.226 0.967 0.3562 0.2878 0.2505
H 4.682 -6.395 0.496 -0.1695 -0.1083 0.2605
H 3.565 -5.105 0.279 -0.0511 0.4052 -1.0005
H 6.601 -5.831 -1.669 -0.1506 -0.2169 -0.1471
H 5.662 -4.500 -0.963 0.1637 -0.1222 0.1623
H 5.628 -5.222 -3.871 -0.1339 0.1395 -0.2863
H 6.307 -3.751 -3.212 0.0460 0.0833 0.2722
H 4.394 -2.377 -4.385 -0.0883 0.0571 0.0887
H 2.793 -3.150 -4.334 0.0119 0.0179 0.4414
H 4.163 -3.947 -5.119 -0.0509 -0.1455 0.0905
C -1.985 -0.202 -5.565 0.4457 -1.2428 -0.9258
O -3.372 -0.440 -5.420 -0.1493 0.8066 0.4969
C -4.146 0.196 -6.427 0.5332 -0.8723 0.1046
C -5.587 -0.077 -6.172 -0.2321 -0.1088 1.3290
N -6.040 0.609 -4.892 -0.7589 -0.2402 -1.0632
H -5.559 0.315 -4.033 0.5023 -0.8903 0.5758
H -5.843 1.607 -4.947 -0.3074 0.0953 -0.1782
C -7.523 0.372 -4.627 0.5411 1.1532 0.3962
C -7.943 -1.052 -4.569 -0.3620 -0.8378 -0.9717
O -8.163 -1.531 -5.901 0.1841 0.6466 -0.0901
C -9.082 -2.607 -5.922 0.4211 -1.0538 1.2172
H -1.574 -0.828 -6.369 -0.2370 0.1320 -0.3796
H -1.410 -0.615 -4.735 -0.3439 0.5664 0.4875
H -1.713 0.816 -5.834 -0.2920 0.2484 0.4425
H -3.866 -0.267 -7.376 -0.0875 0.4544 -0.3239
H -4.002 1.284 -6.440 0.4100 0.0610 -0.1558
H -5.778 -1.125 -5.954 0.0546 -0.0640 -0.5051
H -6.220 0.283 -6.980 -0.0722 -0.1078 0.0300
H -8.147 0.835 -5.392 0.3770 0.3651 -0.0340
H -7.625 0.870 -3.662 -0.5705 -0.1759 -0.0183
H -8.925 -1.048 -4.091 0.2225 -0.1455 0.5766
H -7.212 -1.691 -4.067 -0.2241 -0.0169 0.3372
H -8.669 -3.419 -5.306 0.0731 -0.1462 -0.1607
H -9.214 -3.017 -6.918 -0.0901 0.4954 -0.1416
H -10.015 -2.373 -5.402 -0.2112 0.3590 -0.5170
C -1.228 1.470 4.503 0.6020 -0.8755 -0.9886
O -2.599 1.372 4.815 -0.8788 1.1951 0.5712
C -3.286 0.258 4.327 0.4457 -0.2870 0.2953
C -4.780 0.496 4.514 0.3195 0.3466 1.1950
N -4.981 0.915 5.967 0.2527 0.6772 -0.5377
H -4.853 0.122 6.596 -0.0360 -0.0558 0.0246
H -4.178 1.530 6.145 -0.1796 0.3257 0.2938
C -6.331 1.559 6.280 0.5597 -0.4184 0.1389
C -6.270 2.292 7.590 -0.1042 0.6289 1.3625
O -5.919 1.510 8.711 -0.0173 -0.0314 -0.6955
C -6.934 0.581 9.106 1.2646 -0.9435 0.7380
H -0.697 0.556 4.791 0.0648 0.1256 0.2891
H -0.744 2.332 4.949 -0.4267 -0.0027 0.3143
H -1.099 1.550 3.415 -0.0566 0.1127 -0.0138
H -2.955 -0.591 4.938 -0.0834 -0.4517 -0.3548
H -3.076 0.089 3.266 0.0170 0.1433 0.2520
H -5.433 -0.367 4.415 0.1743 -0.0475 -0.7523
H -5.032 1.351 3.891 -0.5106 -0.1250 0.0767
H -6.996 0.698 6.311 -0.4342 0.3387 -0.2431
H -6.550 2.295 5.510 -0.1544 -0.3601 -0.2754
H -7.202 2.801 7.854 -0.3616 -0.1823 -0.6952
H -5.567 3.127 7.522 0.3363 -0.2352 0.0234
H -6.661 0.301 10.124 -0.3752 0.4100 0.1925
H -6.769 -0.381 8.607 -0.5167 0.1231 -0.5653
H -7.963 0.930 9.059 0.0777 0.2217 -0.1811
C 1.378 0.774 -0.005 0.3458 0.7041 -0.9116
O 0.117 0.133 -0.111 -0.3760 -0.6505 0.1421
C -0.938 0.882 -0.762 1.8157 0.5673 1.0018
C -1.964 -0.032 -1.404 0.4268 -0.5489 -0.4801
N -1.371 -1.310 -1.895 0.2192 -1.0385 0.9051
H -0.763 -1.129 -2.704 0.7829 -0.0204 -0.5493
H -0.733 -1.705 -1.201 0.3260 0.3653 -0.0221
C -2.373 -2.437 -2.095 0.1378 0.8435 0.2642
C -1.668 -3.723 -2.552 0.2233 1.6951 0.0430
O -0.626 -4.036 -1.661 0.5302 0.8832 1.5712
C 0.571 -4.522 -2.243 -0.9427 -0.7890 -1.2701
H 2.142 0.076 0.334 -0.5247 0.0372 0.6196
H 1.412 1.682 0.604 -0.4142 -0.2278 0.4567
H 1.761 1.072 -0.990 -0.3448 -0.1032 -0.1639
H -0.410 1.599 -1.390 -0.5440 -0.1134 -0.4613
H -1.429 1.441 0.042 -0.2240 0.1844 -0.2231
H -2.394 0.332 -2.336 -0.4326 0.6875 0.4727
H -2.720 -0.220 -0.644 -0.3277 -0.4970 -0.5154
H -3.073 -2.068 -2.845 -0.3070 -0.2703 0.1343
H -2.845 -2.441 -1.114 -0.4495 -0.5996 -0.2349
H -1.230 -3.392 -3.500 -0.1158 -0.8447 -0.3975
H -2.399 -4.529 -2.599 0.0585 -0.0419 -0.4270
H 0.957 -3.869 -3.032 -0.1932 0.1598 0.0311
H 0.244 -5.482 -2.657 0.7792 -0.0871 -0.4044
H 1.371 -4.730 -1.542 -0.4459 0.2866 0.5390
C -4.163 2.875 -1.395 0.1261 -0.6615 0.2224
O -3.324 3.821 -2.050 0.2802 -0.3072 -0.0906
C -3.727 5.148 -1.933 -0.3863 0.6993 0.2335
C -2.953 6.091 -2.846 -0.5377 -0.5704 -0.7326
N -2.800 5.526 -4.257 0.4779 -0.3699 0.9955
H -3.666 5.061 -4.527 -0.1307 0.2339 -0.1563
H -2.579 6.271 -4.923 -0.4092 0.0825 -0.1902
C -1.655 4.545 -4.443 -0.6911 0.9685 -0.8361
C -1.634 4.212 -5.929 1.6034 -0.1060 -0.7489
O -1.647 5.335 -6.783 -0.8140 0.3956 0.7818
C -2.134 5.063 -8.100 -0.9239 0.3416 0.0874
H -3.707 1.890 -1.472 0.0483 0.0629 -0.4439
H -5.144 2.798 -1.866 -0.1110 0.2197 0.0778
H -4.254 3.015 -0.314 -0.1217 0.6569 -0.0497
H -3.601 5.549 -0.919 0.0423 -0.1445 0.0797
H -4.791 5.297 -2.159 -0.1061 -0.4066 -0.0731
H -1.965 6.349 -2.478 0.0252 0.0854 -0.1183
H -3.611 6.950 -2.970 0.4641 0.3803 0.1882
H -1.862 3.640 -3.882 0.2602 0.1815 0.3161
H -0.803 5.132 -4.106 0.3021 -0.4848 -0.0091
H -2.450 3.515 -6.144 0.0131 -0.0587 -0.1806
H -0.651 3.793 -6.172 -0.2797 -1.0646 0.4957
H -3.070 4.497 -8.045 0.0419 -0.1481 0.0827
H -1.455 4.524 -8.760 0.3585 0.1309 0.2547
H -2.414 6.034 -8.501 0.3379 -0.0407 -0.2747
C -1.059 -4.864 1.858 1.2291 -0.8064 0.1653
O -0.857 -3.526 2.303 -0.2097 -0.2753 -0.4965
C 0.281 -2.948 1.701 0.5655 -0.4071 1.2036
C 0.861 -1.893 2.629 -0.6211 1.3995 0.5086
N 0.954 -2.179 4.119 -0.7317 -0.4854 0.2038
H 1.633 -2.919 4.279 -0.0542 -0.0896 0.1866
H 1.281 -1.368 4.673 0.5686 0.6255 -0.7322
C -0.341 -2.527 4.861 0.8524 -1.9348 -0.4891
C -0.119 -2.402 6.352 -0.6267 1.1703 0.4423
O 0.567 -1.184 6.549 0.0064 -0.2056 0.2076
C 0.452 -0.720 7.886 0.3216 0.1818 0.8784
H -0.196 -5.489 2.144 0.2525 0.2251 0.2246
H -1.043 -4.968 0.772 -0.7922 0.3108 -0.0637
H -1.866 -5.363 2.388 -0.5368 0.5735 -0.3463
H 0.075 -2.460 0.746 -0.0640 -0.0109 -0.0556
H 1.040 -3.723 1.535 0.0042 -0.1307 -0.1569
H 0.224 -1.008 2.614 0.0806 0.1071 -0.1992
H 1.849 -1.563 2.314 -0.0265 0.0282 0.0366
H -0.532 -3.577 4.648 -0.1714 0.0570 -0.1080
H -1.161 -1.993 4.392 0.1634 0.4917 0.3193
H 0.374 -3.229 6.874 0.3894 -0.1859 -0.5542
H -1.097 -2.366 6.848 -0.1694 0.0580 -0.1832
H 1.137 0.106 8.066 -0.1769 0.2182 -0.4990
H 0.749 -1.450 8.647 -0.0338 -0.4407 -0.3586
H -0.575 -0.434 8.121 -0.0361 0.1537 -0.1751